Model w:
2 unconnected molecules or ions with the total composition C2H4IN, computed with ωB97M-V/def2-TZVPD.

Geometry as XYZ:
```
8
Properties=species:S:1:pos:R:3:lowdin_charge:R:1
C -0.03723 -0.83374 0.14226 -0.007
C -0.34560 0.41076 0.04724 -0.269
N -0.52631 1.53299 -0.38720 0.166
H -0.67237 -1.62767 -0.04495 0.035
H 0.90177 -1.10873 0.52367 0.007
H -0.80998 2.25914 0.15496 0.024
I 3.90570 0.13920 -0.03278 0.499
H 2.72919 1.02268 -0.31457 -0.456
```

Output
* E_HOMO: -9.162 eV
* frontier orbital gap: 9.96 eV
* total charge: 0

Model x:
2 unconnected molecules or ions with the total composition C2H4IN, computed with ωB97M-V/def2-TZVPD.

Geometry as XYZ:
```
8
Properties=species:S:1:pos:R:3:lowdin_charge:R:1
C 1.52866 0.36639 -0.15333 -0.168
N 0.53253 1.09150 0.02257 0.084
C 0.30550 -0.46990 0.06098 -0.217
H 2.55399 0.27386 -0.37156 0.092
H -0.04022 -0.96645 -0.81348 0.040
H 0.22398 -0.98227 1.09824 0.107
I -3.22930 -0.16227 -0.03082 0.337
H -1.87513 0.84913 0.18740 -0.276
```

Output
* E_HOMO: -9.621 eV
* frontier orbital gap: 10.37 eV
* total charge: 0

Model y:
2 unconnected molecules or ions with the total composition C2H4IN, computed with ωB97M-V/def2-TZVPD.

Geometry as XYZ:
```
8
Properties=species:S:1:pos:R:3:lowdin_charge:R:1
C 0.42512 0.70997 0.16314 -0.233
C -0.32966 -0.51416 0.06494 -0.083
N 0.21659 1.90345 0.13820 0.223
I 3.59530 -0.20608 -0.08675 -0.254
H -0.22970 -1.06208 0.95634 0.071
H 0.14449 -1.21894 -0.68344 0.107
H -1.35097 -0.26406 -0.29393 0.113
H 0.86884 2.58535 0.25831 0.056
```

Output
* E_HOMO (alpha / beta): -8.550 / -8.162 eV
* frontier orbital gap (alpha / beta): 7.29 / 6.02 eV
* total charge: 0

The structure with the greatest stability is model w.

Model w:
A molecular structure, C6H13NO3, computed with ωB97M-V/def2-TZVPD.

Geometry as XYZ:
```
23
Properties=species:S:1:pos:R:3:lowdin_charge:R:1
C -1.38723 -1.52002 -0.10327 -0.016
C -0.81085 -0.10763 -0.02864 -0.558
C -0.47755 0.43241 -1.41855 -0.009
C -1.77921 0.83556 0.69484 -0.204
O -2.94144 1.01234 -0.08323 -0.049
O 0.33010 -0.08234 0.84342 -0.115
C 1.46188 -0.81886 0.48482 -0.137
C 2.56503 0.05960 -0.07363 -0.502
N 2.84792 1.21486 0.51480 0.104
H -0.78306 -2.17006 -0.75068 0.083
H -1.43424 -1.96350 0.90080 0.099
H -2.39972 -1.48639 -0.52522 0.093
H -1.37978 0.41774 -2.04255 0.095
H -0.10382 1.46305 -1.35801 0.097
H 0.27115 -0.19118 -1.92691 0.090
H -2.02215 0.39729 1.67734 0.134
H -1.26468 1.79679 0.86336 0.130
H -3.60984 1.45630 0.44360 0.093
H 1.84227 -1.32155 1.38754 0.154
H 1.26410 -1.59280 -0.27099 0.125
O 3.69717 -0.48170 -0.32912 -0.067
H 2.02682 1.74191 0.79331 0.084
H 4.08711 0.90818 0.30697 0.274
```

Output
* E_HOMO: -9.655 eV
* frontier orbital gap: 10.19 eV
* total charge: 0

Model x:
2 unconnected molecules or ions with the total composition C6H13NO3, computed with ωB97M-V/def2-TZVPD.

Geometry as XYZ:
```
23
Properties=species:S:1:pos:R:3:lowdin_charge:R:1
C -2.91682 1.95942 -0.04511 -0.099
C -2.21556 0.73852 -0.61498 -0.244
C -1.88472 -0.31652 0.42302 -0.445
C -3.05486 -0.81834 1.17592 -0.086
C -1.23786 -1.57718 -0.32030 -0.105
C 0.18206 -1.00372 -0.81275 -0.292
O 0.38640 -0.35377 0.38022 -0.053
O 3.12116 0.26445 -1.14374 0.075
N 3.54528 0.23834 0.00646 -0.143
O 4.63629 0.38599 0.52579 0.090
H -3.12758 2.67602 -0.84236 0.070
H -3.87184 1.65815 0.40652 0.066
H -2.32214 2.46661 0.72354 0.083
H -2.85077 0.19930 -1.32416 0.117
H -1.31535 1.03977 -1.18108 0.107
H -1.16555 0.13534 1.15442 0.144
H -3.68918 -1.27240 0.40771 0.091
H -2.71636 -1.59923 1.87596 0.092
H -3.57121 -0.03366 1.72708 0.076
H -0.99920 -2.25378 0.49201 0.098
H -1.96791 -2.09440 -1.00199 0.132
H 0.81218 -1.87352 -1.12035 0.119
H 0.11581 -0.37942 -1.74010 0.107
```

Output
* E_HOMO (alpha / beta): -10.078 / -10.346 eV
* frontier orbital gap (alpha / beta): 9.03 / 8.48 eV
* total charge: 0

Model y:
A molecular structure, C6H13NO3, computed with ωB97M-V/def2-TZVPD.

Geometry as XYZ:
```
23
Properties=species:S:1:pos:R:3:lowdin_charge:R:1
C 0.29022 -0.49276 2.28652 -0.640
C 1.27069 -0.63935 -0.81706 -0.092
C -1.03415 -1.20707 -0.88646 -0.019
C -0.15762 0.62543 -2.22460 -0.040
C 0.63335 0.88443 1.78572 0.009
C -0.58327 1.15824 0.19689 -0.307
N -0.07473 -0.11313 -0.93803 -0.315
O 1.04388 -1.45045 2.19553 0.025
O -0.86624 -0.69717 2.84754 0.122
O -1.75497 1.09716 0.61226 -0.086
H 2.07669 0.05192 -0.59363 0.090
H 1.41189 -1.21729 0.14063 0.086
H 1.74201 -1.43180 -1.45693 0.121
H -1.96883 -0.68118 -0.76489 0.093
H -0.90968 -1.92240 -1.63705 0.087
H -0.90984 -1.72484 0.09884 0.121
H -1.10150 1.05382 -2.17231 0.069
H 0.53840 1.47781 -1.98344 0.108
H -0.00534 0.18866 -3.20508 0.106
H 0.21213 1.59745 2.45862 0.067
H 1.67772 1.10431 1.37122 0.103
H -0.13889 2.20147 -0.20619 0.159
H -1.39192 0.13674 2.89190 0.132
```

Output
* E_HOMO: -8.125 eV
* frontier orbital gap: 8.71 eV
* total charge: 0

Model z:
A molecular structure, C6H13NO3, computed with ωB97M-V/def2-TZVPD.

Geometry as XYZ:
```
23
Properties=species:S:1:pos:R:3:lowdin_charge:R:1
C 1.51123 -0.75330 -2.14890 -0.076
N 2.62527 -0.56020 -1.22238 -0.056
C 3.85252 -1.48188 -1.38999 -0.482
O 3.85147 -2.19866 -2.42105 -0.018
C 5.06271 -0.70825 -0.93500 -0.129
C 6.48960 -1.18314 -1.16263 -0.222
C 6.84204 -2.51093 -1.78555 -0.050
C 5.95630 -0.03643 -1.96516 -0.279
O 5.69507 -0.21037 -3.31676 -0.003
H 0.75616 0.02002 -1.97074 0.090
H 1.87188 -0.69357 -3.18293 0.092
H 1.07020 -1.73945 -1.96466 0.092
H 2.88554 0.41968 -1.14955 0.139
H 4.91039 -0.14276 -0.01314 0.143
H 7.16012 -0.88897 -0.35131 0.137
H 6.27964 -2.69501 -2.70677 0.072
H 7.91314 -2.52897 -2.03284 0.082
H 6.63714 -3.33739 -1.09011 0.086
H 6.30784 0.96910 -1.72044 0.148
H 5.01796 -0.91101 -3.38870 0.077
H 2.31655 -1.29860 -0.07379 0.268
O 3.22559 -2.42758 0.08790 -0.156
H 2.90906 -3.22411 -0.35119 0.044
```

Output
* E_HOMO: -9.338 eV
* frontier orbital gap: 9.89 eV
* total charge: 0

The structure with the greatest stability is model w.

Model w:
A molecular structure, C2H7N5O, computed with ωB97M-V/def2-TZVPD.

Geometry as XYZ:
```
15
Properties=species:S:1:pos:R:3:lowdin_charge:R:1
C -0.37883 0.06198 -0.39084 -0.407
C 0.27816 -1.01749 0.20048 -0.214
H 1.78443 2.26632 0.12444 0.132
H 0.30779 2.00896 1.38893 0.144
H -0.53699 2.09270 -0.35474 0.183
H -0.61823 -1.86051 0.56068 0.136
H 3.27098 -1.13776 -0.30366 0.114
H -1.85186 -1.88759 0.27214 0.156
H -3.09837 -0.69450 -0.84127 0.154
N 0.98375 1.62038 0.55284 -0.103
N 0.27084 1.27935 -0.63781 -0.120
N 1.32949 -1.58167 0.16569 0.074
N -1.65862 0.28387 -0.38040 -0.048
N -2.45530 -0.72927 0.14424 -0.092
O 2.37275 -0.70477 -0.50074 -0.108
```

Output
* E_HOMO: -8.673 eV
* frontier orbital gap: 8.66 eV
* total charge: 0

Model x:
C2H7N5O in the gas phase, computed with ωB97M-V/def2-TZVPD.

Geometry as XYZ:
```
15
Properties=species:S:1:pos:R:3:lowdin_charge:R:1
H -3.32733 -0.42639 0.54171 0.071
N -2.39499 -0.02738 0.15950 -0.011
C -1.56138 -1.07086 -0.02564 -0.309
N -0.25571 -0.99320 -0.32971 0.058
C 0.33911 0.19104 -0.20536 -0.477
N 1.65548 0.09550 -0.02349 -0.037
N 2.33090 -1.13700 0.14783 0.011
N -0.26823 1.31012 -0.33398 -0.009
O 0.42267 2.36892 0.16817 -0.034
H -1.95275 -2.09376 0.02143 0.100
H 2.09273 0.86165 0.66296 0.199
H 1.61736 -1.68570 0.61178 0.054
H 2.37190 -1.70859 -0.72136 0.094
H -1.30689 1.24072 -0.09446 0.110
H 0.23713 3.07493 -0.57938 0.179
```

Output
* E_HOMO: -8.675 eV
* frontier orbital gap: 9.27 eV
* total charge: 0

Model y:
A molecular structure, C2H7N5O, computed with ωB97M-V/def2-TZVPD.

Geometry as XYZ:
```
15
Properties=species:S:1:pos:R:3:lowdin_charge:R:1
C -0.72670 0.42267 -0.32004 -0.463
C 1.79333 0.27271 -0.10823 -0.556
H -3.12249 1.04704 -0.48921 0.214
H -3.07139 -0.02300 1.47210 0.185
H -1.60733 -1.39645 0.15443 0.106
H 0.38568 -1.23773 -1.12074 0.209
H 3.41721 -0.68168 0.71922 0.210
H 1.92132 -1.64541 0.47703 0.052
H 1.66649 2.11878 -0.37008 0.101
N -3.09517 -0.11305 0.11878 -0.094
N -1.84268 -0.49881 -0.20004 -0.199
N 0.41408 -0.37560 -0.38769 0.068
N 2.44000 -0.92598 0.02983 0.036
N 2.30422 1.37041 0.06167 0.149
O -0.87657 1.66610 -0.03702 -0.018
```

Output
* E_HOMO: -8.737 eV
* frontier orbital gap: 9.14 eV
* total charge: 0

The structure with the greatest stability is model x.

Model w:
2 unconnected molecules or ions with the total composition C4H4ClIO2, computed with ωB97M-V/def2-TZVPD.

Geometry as XYZ:
```
12
Properties=species:S:1:pos:R:3:lowdin_charge:R:1
C -0.48579 -1.20348 -0.08444 -0.246
C -1.76309 0.79594 -0.65675 -0.819
C 1.09117 0.50452 0.83387 -0.080
C 0.70887 -0.42055 -0.39053 -0.631
O -0.93915 -2.24649 0.14266 0.194
O -1.41556 1.66318 -1.35836 -0.038
Cl 2.14858 -1.62325 -0.60894 0.529
I -3.61178 0.65193 0.34447 0.727
H 1.14573 -0.13302 1.69828 0.074
H 0.29964 1.19374 0.79917 0.042
H 2.21243 0.73321 0.71559 0.108
H 0.60894 0.08427 -1.43502 0.139
```

Output
* E_HOMO (alpha / beta): -8.048 / -8.058 eV
* frontier orbital gap (alpha / beta): 7.09 / 7.12 eV
* total charge: 0

Model x:
3 unconnected molecules or ions with the total composition C4H4ClIO2, computed with ωB97M-V/def2-TZVPD.

Geometry as XYZ:
```
12
Properties=species:S:1:pos:R:3:lowdin_charge:R:1
C 0.51894 2.41324 -0.34605 -0.313
C 3.41254 2.88947 0.36564 -0.090
C 0.95649 1.58419 2.14375 -0.119
C 0.30224 1.68004 0.75155 -0.516
O 0.36287 3.13330 -1.27005 0.146
O 4.36080 2.90302 0.92589 0.061
Cl -0.66946 0.05461 0.14832 0.433
I 3.18334 -0.35020 -0.22007 0.496
H 0.16374 1.45129 2.88384 0.081
H 1.42573 2.50834 2.37081 0.062
H 1.47383 0.68238 1.97251 -0.017
H 1.87016 -0.41784 -1.32455 -0.226
```

Output
* E_HOMO: -9.072 eV
* frontier orbital gap: 8.43 eV
* total charge: 0

The structure with the greatest stability is model x.

Model w:
2 unconnected molecules or ions with the total composition C3H11N, computed with ωB97M-V/def2-TZVPD.

Geometry as XYZ:
```
15
Properties=species:S:1:pos:R:3:lowdin_charge:R:1
C -1.76438 0.53994 -0.03604 -0.204
C -1.70704 -0.91476 0.22664 -0.227
H -2.66657 1.02405 0.15906 0.032
H -1.62413 0.58758 -1.18145 0.093
H -0.83400 1.09103 0.42173 0.089
H -1.61474 -1.09150 1.33200 0.072
H -2.65101 -1.49432 -0.11677 0.095
H -0.81343 -1.42978 -0.20398 0.057
C 2.06215 -0.37989 0.00291 -0.194
N 1.93916 1.01549 -0.27443 -0.103
H 3.09550 -0.36317 0.44375 0.098
H 2.14088 -0.85962 -0.92603 0.047
H 1.09091 -0.51522 0.53412 0.063
H 0.99626 1.02407 -0.62048 0.024
H 2.35044 1.76609 0.23897 0.057
```

Output
* E_HOMO: -8.494 eV
* frontier orbital gap: 9.60 eV
* total charge: 0

Model x:
2 unconnected molecules or ions with the total composition C3H11N, computed with ωB97M-V/def2-TZVPD.

Geometry as XYZ:
```
15
Properties=species:S:1:pos:R:3:lowdin_charge:R:1
C -0.83464 0.93000 1.28973 -0.126
C -0.84739 0.65335 -0.29237 -0.361
C -1.05726 -0.80371 -0.39540 -0.193
H -1.89170 1.04089 1.82625 0.115
H -0.43270 1.95637 1.31898 0.042
H 0.06694 0.32652 1.65242 0.074
H -0.00743 0.85508 -1.00172 0.085
H -1.62860 1.35141 -0.74664 0.108
H -2.07765 -0.97449 -0.08869 0.067
H -0.74706 -1.27623 -1.35101 0.079
H -0.43072 -1.25391 0.38705 0.054
N 2.28176 -0.54163 -0.72482 0.053
H 3.27700 -0.26983 -0.86619 0.041
H 2.17126 -1.31419 -1.25699 -0.039
H 2.15819 -0.67963 0.24941 0.001
```

Output
* E_HOMO: -10.008 eV
* frontier orbital gap: 11.09 eV
* total charge: 0

The structure with the greatest stability is model x.

Model w:
C3H4Cl2O3 in the gas phase, computed with ωB97M-V/def2-TZVPD.

Geometry as XYZ:
```
12
Properties=species:S:1:pos:R:3:lowdin_charge:R:1
C -1.18359 0.76666 0.93377 -0.191
C 0.83590 -0.14295 0.14822 -0.759
C 0.70324 -0.34941 -1.32829 -0.554
O 0.28003 0.87060 0.85231 -0.054
O -1.45934 -0.47599 1.39375 -0.134
O -0.70865 -1.44740 0.73727 -0.124
Cl 2.27044 -0.76416 0.84345 0.784
Cl 2.22037 0.13028 -2.10541 0.615
H -1.65123 1.51781 1.58732 0.154
H -1.58659 0.89423 -0.09977 0.133
H -0.17343 0.28981 -1.44765 0.094
H 0.45286 -1.28948 -1.51498 0.037
```

Output
* E_HOMO (alpha / beta): -9.206 / -9.205 eV
* frontier orbital gap (alpha / beta): 8.85 / 8.85 eV
* total charge: 0

Model x:
2 unconnected molecules or ions with the total composition C3H4Cl2O3, computed with ωB97M-V/def2-TZVPD.

Geometry as XYZ:
```
12
Properties=species:S:1:pos:R:3:lowdin_charge:R:1
C 1.69863 -0.81014 -0.89024 -0.671
C -1.77147 0.44026 0.52818 -0.136
C -0.43163 1.06019 0.74884 -1.064
O 2.55432 -0.27694 -1.51702 0.104
O 1.42703 -2.15134 -0.88758 0.070
O 0.84823 -0.23179 0.01678 -0.185
Cl -0.10721 2.47214 -0.24488 0.703
Cl 0.17881 0.95046 2.34924 0.771
H -2.24156 1.01876 1.37766 0.106
H -2.34473 0.64830 -0.39546 0.103
H -1.59713 -0.57464 0.63867 0.064
H 1.78670 -2.54527 -1.72418 0.135
```

Output
* E_HOMO: -9.645 eV
* frontier orbital gap: 8.65 eV
* total charge: 0

The structure with the greatest stability is model x.